No. 1
This record from the OMol25 dataset describes C3H11NO4 as an isolated structure. The level of theory is ωB97M-V/def2-TZVPD.

The geometry in XYZ format:
```
19
Properties=species:S:1:pos:R:3:lowdin_charge:R:1
H 1.081 0.135 0.944 0.09
O 0.895 0.182 2.227 0.00
O 0.943 0.539 -0.122 -0.01
H 0.331 -0.124 2.951 0.12
H 1.149 1.158 2.359 0.08
C -0.242 0.547 -0.762 -0.51
O -0.823 1.594 -0.863 0.14
C -0.573 -0.768 -1.453 -0.26
H -0.601 -0.532 -2.543 0.21
N -1.953 -1.062 -1.134 0.37
H -2.518 -0.331 -0.692 0.17
H -2.483 -1.719 -1.706 0.17
C 0.359 -1.931 -1.166 0.00
H 0.167 -2.812 -1.758 0.09
H 1.379 -1.598 -1.412 0.12
H 0.355 -2.214 -0.120 0.10
O 0.773 2.779 2.028 -0.03
H 0.131 2.935 1.336 0.06
H 1.631 3.222 1.887 0.10
```

- Kohn-Sham gap (alpha / beta) (eV) = 10.85 / 5.89
- LUMO energy (alpha / beta) (eV) = -3.56 / -8.49
- relative energy (zero: lowest compared OMol25 entry of this formula, charge and spin) (kcal per mole) = 27.4
- expectation value of S² = 0.754
- net charge = +1
- spin multiplicity = 2

No. 2
This record from the OMol25 dataset describes a 2-piece molecular cluster, C3H11NOP overall. The level of theory is ωB97M-V/def2-TZVPD.

The geometry in XYZ format:
```
17
Properties=species:S:1:pos:R:3:lowdin_charge:R:1
C 0.828 -1.018 0.038 -0.07
C 0.414 0.401 -0.311 -0.38
C 1.042 1.558 0.708 -0.13
N -1.040 0.284 -0.436 0.01
O 0.563 1.167 2.020 -0.09
P -2.410 -1.542 -1.838 0.99
H -0.036 -1.812 0.035 0.08
H 1.175 -1.150 1.061 0.08
H 1.624 -1.194 -0.721 0.10
H 0.939 0.746 -1.162 0.11
H 2.119 1.416 0.790 0.13
H -1.569 1.120 -0.499 0.08
H -1.265 -0.032 0.590 0.15
H -2.315 -2.360 -0.630 -0.12
H 0.586 2.071 2.403 0.11
H -1.377 -2.172 -2.491 -0.17
H 0.724 2.518 0.441 0.10
```

- Kohn-Sham gap (eV) = 7.03
- LUMO energy (eV) = -7.03
- relative energy (zero: lowest compared OMol25 entry of this formula, charge and spin) (kcal per mole) = 121.6
- net charge = +1

No. 3
This record from the OMol25 dataset describes a 2-piece molecular cluster, C3H11NOS overall. The level of theory is ωB97M-V/def2-TZVPD.

The geometry in XYZ format:
```
17
Properties=species:S:1:pos:R:3:lowdin_charge:R:1
C 1.067 1.889 0.276 -0.13
N 0.418 0.672 -0.122 -0.17
C -0.665 0.151 0.692 -0.33
C -1.035 -1.243 0.213 -0.55
S -2.427 -1.945 1.209 0.68
H 1.421 1.824 1.307 0.08
H 0.432 2.791 0.196 0.08
H 1.870 2.064 -0.435 0.08
H 0.142 0.699 -1.101 0.10
H -0.291 0.109 1.716 0.11
H -1.547 0.786 0.621 0.11
H -1.367 -1.205 -0.822 0.07
H -0.206 -1.925 0.365 0.06
H -2.093 -1.291 2.328 -0.16
H 2.076 -1.306 -2.627 0.03
H 1.029 -0.986 -1.430 0.00
O 1.175 -1.083 -2.386 -0.07
```

- Kohn-Sham gap (eV) = 9.93
- LUMO energy (eV) = 0.91
- relative energy (zero: lowest compared OMol25 entry of this formula, charge and spin) (kcal per mole) = 14.6

No. 4
This record from the OMol25 dataset describes a 2-piece molecular cluster, C3H11NOS overall. The level of theory is ωB97M-V/def2-TZVPD.

The geometry in XYZ format:
```
17
Properties=species:S:1:pos:R:3:lowdin_charge:R:1
C -1.886 -0.539 0.068 -0.17
C -1.030 -1.495 0.876 -0.60
S 0.358 -2.310 -0.040 0.66
H -2.451 0.085 0.754 0.07
H -1.232 0.099 -0.526 0.04
H -2.630 -1.073 -0.521 0.07
H -1.656 -2.300 1.237 0.05
H -0.510 -1.105 1.749 0.05
H 0.434 -1.405 -1.004 -0.19
N 0.111 3.154 -0.457 0.03
C 1.044 2.201 0.128 -0.35
O 0.992 0.916 -0.461 -0.11
H -0.256 3.665 0.338 0.07
H 0.646 3.835 -0.986 0.06
H 0.780 2.038 1.177 0.11
H 2.084 2.513 0.222 0.11
H 1.195 1.070 -1.392 0.09
```

- Kohn-Sham gap (eV) = 9.17
- LUMO energy (eV) = 0.74
- relative energy (zero: lowest compared OMol25 entry of this formula, charge and spin) (kcal per mole) = 21.5

No. 5
This record from the OMol25 dataset describes a 2-piece molecular cluster, C3H11NOS overall. The level of theory is ωB97M-V/def2-TZVPD.

The geometry in XYZ format:
```
17
Properties=species:S:1:pos:R:3:lowdin_charge:R:1
C 0.605 1.344 -1.536 -0.07
C -0.223 0.197 -1.079 -0.55
C 0.809 -0.736 -0.448 -0.41
S -0.027 -2.269 -0.020 1.16
N -1.173 0.814 -0.211 0.06
H 1.248 1.033 -2.376 0.10
H 0.104 2.267 -1.936 0.12
H 1.249 1.705 -0.777 0.08
H -0.778 -0.245 -1.902 0.15
H 1.098 -0.215 0.414 0.08
H 1.596 -1.161 -1.109 0.13
H 0.394 -2.289 1.227 -0.07
H -1.992 0.242 -0.037 0.10
H -0.638 1.089 0.619 0.10
H -1.460 -0.778 2.913 0.04
H -0.216 -0.130 2.968 -0.04
O -0.597 -0.867 3.290 0.02
```

- Kohn-Sham gap (alpha / beta) (eV) = 10.46 / 5.02
- LUMO energy (alpha / beta) (eV) = -3.87 / -9.11
- relative energy (zero: lowest compared OMol25 entry of this formula, charge and spin) (kcal per mole) = 31.5
- expectation value of S² = 0.753
- net charge = +1
- spin multiplicity = 2

No. 6
This record from the OMol25 dataset describes a 2-piece molecular cluster, C3H11NOS2 overall. The level of theory is ωB97M-V/def2-TZVPD.

The geometry in XYZ format:
```
18
Properties=species:S:1:pos:R:3:lowdin_charge:R:1
S -1.111 2.897 1.236 0.03
S -0.647 1.681 -0.672 0.23
C -0.739 -0.009 0.024 -0.62
C -0.177 -0.291 1.437 -0.33
N 1.170 -0.854 1.561 -0.14
C 1.484 -1.942 0.639 -0.16
H 0.113 3.426 1.327 -0.30
H -0.181 -0.596 -0.690 0.01
H -1.785 -0.283 0.083 0.05
H -0.229 0.676 1.950 0.02
H -0.848 -0.943 2.012 0.10
H 1.823 -0.110 1.327 0.09
H 1.413 -1.614 -0.405 0.06
H 2.510 -2.294 0.774 0.06
H 0.862 -2.811 0.830 0.07
H -1.196 0.870 -3.039 -0.06
H -1.026 1.481 -4.410 0.02
O -1.436 0.716 -3.983 -0.13
```

- Kohn-Sham gap (alpha / beta) (eV) = 4.59 / 7.16
- LUMO energy (alpha / beta) (eV) = 3.61 / 3.43
- relative energy (zero: lowest compared OMol25 entry of this formula, charge and spin) (kcal per mole) = 9.4
- expectation value of S² = 0.754
- net charge = -1
- spin multiplicity = 2

No. 7
This record from the OMol25 dataset describes a 2-piece molecular cluster, C3H11NOS2 overall. The level of theory is ωB97M-V/def2-TZVPD.

The geometry in XYZ format:
```
18
Properties=species:S:1:pos:R:3:lowdin_charge:R:1
N 2.442 -0.206 -1.649 -0.01
C 1.470 0.801 -2.177 -0.33
C 1.085 1.753 -1.089 -0.53
S -0.635 1.443 -0.410 0.45
S -0.349 -0.393 0.505 0.41
C -0.499 -1.813 -0.652 -0.45
H 3.272 0.203 -1.251 0.06
H 2.035 -0.781 -0.929 0.01
H 2.103 1.265 -2.937 0.10
H 0.601 0.421 -2.684 0.09
H 1.602 1.953 -0.148 0.06
H 0.936 2.736 -1.579 0.07
H 0.365 -2.464 -0.807 0.04
H -1.387 -2.338 -0.302 0.02
H -0.795 -1.508 -1.652 0.03
H -3.000 -2.570 5.033 0.03
H -1.961 -1.453 5.194 0.03
O -2.199 -2.208 4.656 -0.05
```

- Kohn-Sham gap (eV) = 9.39
- LUMO energy (eV) = 0.75
- relative energy (zero: lowest compared OMol25 entry of this formula, charge and spin) (kcal per mole) = 20.1

No. 8
This record from the OMol25 dataset describes a 2-piece molecular cluster, C3H11NOS2 overall. The level of theory is ωB97M-V/def2-TZVPD.

The geometry in XYZ format:
```
18
Properties=species:S:1:pos:R:3:lowdin_charge:R:1
N -2.344 0.362 -0.305 -0.01
C -1.345 0.678 -1.308 -0.34
C -0.167 -0.346 -1.541 -0.55
S 0.376 -1.219 -0.056 0.48
S 1.478 0.178 0.915 0.42
C 3.080 0.109 0.044 -0.45
H -2.962 -0.366 -0.582 0.06
H -1.916 0.230 0.598 0.02
H -1.858 0.698 -2.270 0.10
H -0.904 1.635 -1.050 0.09
H -0.565 -1.079 -2.245 0.06
H 0.679 0.142 -2.023 0.06
H 3.328 1.125 -0.242 0.02
H 3.788 -0.215 0.812 0.02
H 3.039 -0.674 -0.701 0.02
H -1.643 -0.865 3.829 0.04
H -0.637 0.049 3.139 0.00
O -1.428 -0.443 2.987 -0.06
```

- Kohn-Sham gap (eV) = 9.22
- LUMO energy (eV) = 0.65
- relative energy (zero: lowest compared OMol25 entry of this formula, charge and spin) (kcal per mole) = 6.2

Question: Among the records above, which one has the highest relative energy (zero: lowest compared OMol25 entry of this formula, charge and spin)?
Answer: C3H11NOP

Question: Which value of relative energy (zero: lowest compared OMol25 entry of this formula, charge and spin) does entry 3 give?
Answer: 14.6 kcal per mole

Question: What is the relative energy (zero: lowest compared OMol25 entry of this formula, charge and spin) in the third record?
Answer: 14.6 kcal per mole